[1]
Here is 3 unconnected molecules or ions with the total composition C15H37FN3O8P from the Open Molecules 2025 dataset. Energies are from ωB97M-V/def2-TZVPD.

```
65
Properties=species:S:1:pos:R:3
C -0.9525 -2.0046 -2.2607
N -0.9328 -3.1593 -1.3724
C -0.2460 -2.8778 -0.1280
N -0.8739 -3.6160 1.0070
P 0.0256 -3.3160 2.4645
N 1.5299 -3.0096 2.2319
C -2.2210 -3.2208 1.1675
O -2.7004 -2.1529 0.9508
O -2.9466 -4.2805 1.7190
F -4.2299 -4.2162 1.1191
H -1.5441 -2.2336 -3.1509
H -1.3613 -1.1008 -1.7843
H 0.0695 -1.7911 -2.5955
H -1.8704 -3.4996 -1.2131
H -0.1911 -1.7935 0.0758
H 0.7846 -3.2391 -0.1758
H -0.7097 -2.2433 2.9998
H -0.2827 -4.4140 3.2779
H 2.1180 -3.7054 2.6766
C -3.8528 -0.1003 3.2034
O -3.0228 1.0205 2.9975
C -2.4640 0.9718 1.6974
C -1.8516 2.2829 1.2740
O -2.7715 3.2599 0.8211
C -3.5219 3.9373 1.8148
C -2.7412 4.9920 2.5643
O -1.9231 4.4043 3.5594
C -0.8714 5.2511 3.9582
H -3.2701 -1.0229 3.1239
H -4.2727 -0.0345 4.2057
H -4.6698 -0.1355 2.4746
H -3.2322 0.6731 0.9744
H -1.6658 0.2146 1.6845
H -1.2300 2.0454 0.4070
H -1.2050 2.6819 2.0592
H -3.9856 3.2348 2.5119
H -4.3173 4.4468 1.2671
H -3.4482 5.6848 3.0426
H -2.1271 5.5576 1.8524
H -0.2083 5.4828 3.1162
H -0.3005 4.7272 4.7220
H -1.2495 6.1898 4.3806
C 2.4245 0.7029 0.0951
O 3.1624 0.1300 -0.9576
C 3.1248 -1.2865 -0.9039
C 3.4380 -1.8865 -2.2538
O 2.3414 -1.8672 -3.1570
C 2.0285 -0.6245 -3.7644
C 2.9699 -0.2280 -4.8778
O 4.1701 0.3116 -4.3567
C 5.2257 0.2693 -5.2873
H 2.8185 0.4126 1.0757
H 2.4860 1.7850 -0.0063
H 1.3701 0.4049 0.0279
H 2.1317 -1.6276 -0.5843
H 3.8626 -1.6392 -0.1706
H 3.6550 -2.9453 -2.0994
H 4.3228 -1.4174 -2.6897
H 1.9529 0.1746 -3.0230
H 1.0413 -0.7699 -4.2097
H 2.4781 0.5282 -5.5064
H 3.1851 -1.1084 -5.4961
H 5.4563 -0.7624 -5.5783
H 6.1010 0.7044 -4.8095
H 4.9902 0.8479 -6.1887
```

E_HOMO: -9.10 eV
orbital gap: 8.54 eV
multiplicity: 1
LUMO: -0.021 Eh



[2]
Here is a molecular structure, C27H25BCl3N6O4Zr from the Open Molecules 2025 dataset. Energies are from ωB97M-V/def2-TZVPD.

```
67
Properties=species:S:1:pos:R:3
Zr 0.0932 -0.0383 0.0223
C -2.8369 1.4348 1.3707
C -2.0358 0.8502 2.4926
C -2.4559 1.0379 3.8037
C -1.7063 0.5254 4.8423
C -0.5567 -0.1894 4.5431
C -0.1994 -0.3682 3.2199
N -0.9207 0.1537 2.1996
C 0.9803 -1.1761 2.8365
C 1.7739 -1.8354 3.7592
C 2.8236 -2.6183 3.3082
C 3.0454 -2.7468 1.9475
C 2.2230 -2.0644 1.0678
N 1.2201 -1.2781 1.5120
C 2.3343 -2.1941 -0.4003
C 3.3815 -2.8717 -0.9900
C 3.4037 -3.0133 -2.3697
C 2.3609 -2.4867 -3.1034
C 1.3392 -1.7985 -2.4615
C 0.2146 -1.2343 -3.2726
N 1.3311 -1.6329 -1.1212
H -3.7357 1.9134 1.7513
H -3.1492 0.6647 0.6653
H -2.2637 2.2055 0.8517
H -3.3655 1.5892 3.9952
H -2.0114 0.6714 5.8698
H 0.0373 -0.6047 5.3412
H 1.5794 -1.7620 4.8170
H 3.4520 -3.1443 4.0145
H 3.8343 -3.3890 1.5902
H 4.1805 -3.2842 -0.3949
H 4.2177 -3.5330 -2.8571
H 2.3295 -2.5931 -4.1784
H 0.4396 -1.3110 -4.3334
H 0.0599 -0.1755 -3.0590
H -0.7057 -1.7905 -3.0890
C -3.7720 -2.4702 -1.5766
O -3.5041 -1.0949 -2.0184
C -2.4770 -0.4762 -1.5704
O -1.6497 -0.9552 -0.7390
N -2.2969 0.7702 -2.0267
N -1.1817 1.4578 -1.5258
H -4.6787 -2.7459 -2.1007
H -3.9213 -2.4756 -0.5011
H -2.9413 -3.1066 -1.8674
H -2.9233 1.1919 -2.7013
H -1.4869 2.3289 -1.0965
H -0.5262 1.7074 -2.2760
Cl -0.0115 5.5143 1.5135
C 1.3610 4.4126 1.5927
Cl 1.9737 4.2399 3.2359
Cl 2.6379 4.8734 0.4615
C 0.8711 3.0948 1.1720
N 0.5202 2.0556 0.8348
O 3.0982 1.0765 -1.0079
B 1.7453 1.1171 -1.2528
O 1.4577 1.8978 -2.3706
C 2.6981 2.3609 -2.8288
C 2.9720 3.1702 -3.9066
C 4.3159 3.4675 -4.1145
C 5.3126 2.9719 -3.2783
C 5.0171 2.1530 -2.1923
C 3.6854 1.8652 -1.9986
H 2.1963 3.5541 -4.5539
H 4.5918 4.0996 -4.9469
H 6.3431 3.2298 -3.4785
H 5.7866 1.7665 -1.5392
```

relative energy (zero: lowest compared OMol25 entry of this formula, charge and spin): 0.000 eV
E_HOMO: -15.66 eV
orbital gap: 6.03 eV
multiplicity: 1
LUMO: -0.354 Eh
charge: +3